Record 1
{
  "formula": "C18H27BrNO4P2Tm",
  "method": "ωB97M-V with the def2-TZVPD basis set",
  "species": ["Tm", "P", "C", "C", "N", "C", "C", "C", "C", "C", "P", "H", "H", "H", "H", "H", "H", "H", "H", "O", "H", "H", "O", "H", "C", "H", "H", "H", "C", "H", "H", "H", "C", "H", "H", "H", "C", "H", "H", "H", "Br", "C", "C", "C", "C", "C", "C", "C", "O", "O", "H", "H", "H", "H"],
  "coordinates": [[0.112, 0.403, -0.260], [2.427, -1.145, -0.135], [2.378, -1.157, -1.980], [1.079, -1.657, -2.587], [-0.076, -1.172, -2.065], [-1.262, -1.526, -2.622], [-1.321, -2.426, -3.677], [-0.143, -2.939, -4.210], [1.070, -2.544, -3.654], [-2.556, -0.941, -2.075], [-2.393, 0.715, -1.265], [2.016, -2.911, -4.044], [-2.301, -2.711, -4.068], [-0.175, -3.643, -5.041], [-3.284, -0.836, -2.896], [-2.995, -1.625, -1.323], [2.541, -0.063, -2.286], [3.214, -1.783, -2.328], [0.787, 2.680, -1.432], [1.297, 1.732, -1.559], [1.621, 1.669, -2.468], [-0.281, 3.263, 0.030], [-0.161, 3.547, -0.920], [-0.123, 4.526, -0.972], [-2.571, 1.829, -2.695], [-3.573, 1.728, -3.133], [-2.430, 2.866, -2.360], [-1.817, 1.600, -3.460], [-3.988, 0.915, -0.420], [-3.906, 1.785, 0.249], [-4.802, 1.091, -1.138], [-4.208, 0.027, 0.189], [2.547, -2.917, 0.254], [3.562, -3.294, 0.060], [2.315, -3.042, 1.322], [1.817, -3.492, -0.329], [4.119, -0.568, 0.229], [4.132, -0.214, 1.269], [4.850, -1.383, 0.125], [4.395, 0.271, -0.424], [-0.201, 3.790, 3.468], [-0.102, 2.156, 4.410], [-0.064, 2.164, 5.808], [-0.106, 0.964, 6.535], [-0.172, -0.263, 5.864], [-0.176, -0.285, 4.469], [-0.120, 0.907, 3.739], [-0.149, 0.801, 2.286], [-0.625, -0.269, 1.719], [0.343, 1.713, 1.494], [0.001, 3.108, 6.340], [-0.078, 0.986, 7.624], [-0.226, -1.204, 6.417], [-0.242, -1.227, 3.924]],
  "homo_energy_ev": [-13.8, -13.8],
  "spin_multiplicity": 3,
  "charge": 2,
  "homo_lumo_gap_ev": [7.868, 7.876],
  "de_lowest_kj_mol": 0.0,
  "s_squared": 2.002,
  "e_lumo_ev": [-5.954, -5.946],
  "total_energy_ha": -5399.39854
}

***

Record 2
{
  "formula": "C18H27Cl2FN6O2PSe2V",
  "method": "ωB97M-V with the def2-TZVPD basis set",
  "species": ["V", "C", "N", "C", "C", "N", "C", "P", "C", "N", "C", "C", "N", "C", "C", "N", "C", "C", "N", "C", "H", "H", "H", "H", "H", "H", "H", "H", "H", "H", "H", "H", "H", "H", "H", "O", "C", "C", "C", "O", "C", "Se", "C", "Se", "H", "H", "H", "H", "H", "H", "H", "H", "H", "H", "Cl", "C", "Cl", "H", "H", "F"],
  "coordinates": [[-0.527, -0.079, 0.051], [4.969, 0.241, 0.549], [3.579, 0.401, 0.919], [3.096, 0.827, 2.137], [1.744, 0.783, 2.066], [1.363, 0.330, 0.817], [2.494, 0.100, 0.143], [2.521, -0.394, -1.588], [1.403, -1.849, -1.412], [0.254, -1.798, -0.775], [-0.286, -3.062, -0.800], [0.576, -3.886, -1.458], [1.646, -3.106, -1.841], [2.808, -3.557, -2.595], [1.294, 0.810, -2.155], [0.129, 1.033, -1.540], [-0.410, 2.171, -2.115], [0.435, 2.627, -3.074], [1.511, 1.770, -3.100], [2.680, 1.881, -3.948], [5.588, 0.473, 1.411], [5.173, -0.782, 0.234], [5.238, 0.909, -0.271], [3.757, 1.119, 2.936], [1.009, 1.035, 2.810], [-1.240, -3.262, -0.344], [0.530, -4.938, -1.685], [2.613, -4.561, -2.962], [2.989, -2.901, -3.442], [3.698, -3.574, -1.968], [-1.353, 2.568, -1.778], [0.372, 3.475, -3.734], [2.503, 2.658, -4.687], [3.565, 2.140, -3.364], [2.869, 0.941, -4.463], [-4.591, 1.117, 1.836], [-3.688, 0.053, 2.207], [-2.730, 0.477, 3.321], [-3.549, 0.730, 4.603], [-4.521, 1.769, 4.503], [-2.003, 1.793, 2.980], [-1.494, 2.129, 1.106], [-1.765, -0.666, 3.675], [-0.853, -1.653, 2.223], [-4.033, 1.719, 1.311], [-3.136, -0.274, 1.329], [-4.299, -0.786, 2.550], [-2.877, 1.012, 5.419], [-4.037, -0.213, 4.881], [-4.879, 1.706, 3.601], [-1.112, 1.885, 3.608], [-2.659, 2.619, 3.236], [-2.315, -1.433, 4.223], [-0.996, -0.270, 4.342], [-0.786, -1.318, -3.754], [-2.213, -0.266, -3.694], [-3.152, -0.306, -5.225], [-1.875, 0.744, -3.538], [-2.825, -0.603, -2.868], [-2.199, -0.508, -0.848]],
  "homo_energy_ev": [-2.4, -3.4],
  "spin_multiplicity": 4,
  "charge": -1,
  "homo_lumo_gap_ev": [4.458, 5.456],
  "de_lowest_kj_mol": 41.5,
  "s_squared": 3.771,
  "e_lumo_ev": [2.067, 2.048],
  "total_energy_ha": -8289.74396
}

***

Record 3
{
  "formula": "C18H27ClN2PdSe",
  "method": "ωB97M-V with the def2-TZVPD basis set",
  "species": ["Pd", "Cl", "C", "C", "C", "C", "C", "C", "H", "H", "H", "H", "C", "H", "H", "H", "C", "N", "H", "N", "H", "C", "C", "C", "H", "H", "H", "H", "H", "H", "C", "H", "H", "H", "C", "C", "H", "H", "C", "H", "C", "H", "H", "H", "H", "H", "C", "H", "C", "Se"],
  "coordinates": [[1.124, -1.281, 3.818], [-1.626, 1.553, 3.716], [1.641, -1.585, 1.012], [1.507, -1.481, -0.359], [2.334, -2.321, -1.176], [3.193, -3.257, -0.572], [3.285, -3.284, 0.813], [2.505, -2.427, 1.633], [0.818, -0.800, -0.866], [2.276, -2.244, -2.264], [3.969, -3.989, 1.288], [2.642, -2.483, 2.729], [4.000, -4.247, -1.384], [4.745, -4.725, -0.734], [4.525, -3.782, -2.227], [3.366, -5.044, -1.797], [-1.499, 2.547, -1.628], [-0.554, 2.126, -0.686], [-3.341, 1.537, -2.271], [-2.060, 0.592, -0.765], [-1.429, 3.457, -2.191], [0.545, 2.920, -0.104], [1.110, 3.851, -1.160], [0.000, 3.690, 1.103], [0.380, 4.621, -1.451], [1.982, 4.342, -0.712], [1.447, 3.280, -2.038], [2.429, 2.481, 0.764], [1.893, 1.233, -0.394], [-0.360, 2.984, 1.871], [1.567, 1.913, 0.403], [-0.813, 4.371, 0.806], [0.831, 4.273, 1.521], [1.141, 1.326, 1.231], [-2.457, 1.586, -1.667], [-3.505, -0.207, 1.043], [-4.204, 0.634, 0.908], [-4.061, -1.094, 1.372], [-2.826, -0.572, -0.282], [-2.341, -2.560, 0.289], [-3.833, -0.994, -1.333], [-3.330, -1.254, -2.276], [-2.753, 0.049, 1.807], [-1.150, -1.347, 0.845], [-4.594, -0.218, -1.500], [-4.331, -1.892, -0.950], [-1.797, -1.652, 0.011], [-1.178, -1.859, -0.871], [-0.921, 0.955, -0.163], [-0.293, 0.280, 4.839]],
  "homo_energy_ev": [2.9, -1.8],
  "spin_multiplicity": 5,
  "charge": -2,
  "homo_lumo_gap_ev": [1.774, 5.970],
  "s_squared": 6.038,
  "e_lumo_ev": [4.707, 4.200],
  "total_energy_ha": -3800.85258
}

***

Record 4
{
  "formula": "C18H27F12INO8P",
  "method": "ωB97M-V with the def2-TZVPD basis set",
  "species": ["N", "C", "C", "P", "I", "H", "H", "H", "H", "H", "H", "H", "C", "C", "O", "C", "O", "C", "F", "F", "F", "H", "H", "H", "H", "H", "C", "C", "O", "C", "O", "C", "F", "F", "F", "H", "H", "H", "H", "H", "C", "C", "O", "C", "O", "C", "F", "F", "F", "H", "H", "H", "H", "H", "C", "C", "O", "C", "O", "C", "F", "F", "F", "H", "H", "H", "H", "H"],
  "coordinates": [[2.277, 2.333, -1.238], [3.409, 1.422, -1.410], [4.241, 1.340, -0.122], [5.084, -0.201, 0.435], [3.598, -1.978, -0.346], [2.301, 3.117, -1.873], [1.386, 1.861, -1.319], [3.041, 0.430, -1.686], [4.033, 1.757, -2.243], [5.056, 2.075, -0.147], [3.593, 1.639, 0.707], [5.997, -0.327, -0.642], [-1.977, -1.910, -0.164], [-2.404, -1.074, -1.346], [-2.456, 0.335, -0.993], [-1.303, 0.973, -0.986], [-0.223, 0.529, -1.251], [-1.516, 2.459, -0.606], [-2.346, 2.594, 0.431], [-2.045, 3.115, -1.653], [-0.357, 3.031, -0.299], [-2.633, -1.737, 0.687], [-2.025, -2.965, -0.432], [-0.953, -1.678, 0.129], [-3.420, -1.302, -1.662], [-1.730, -1.192, -2.194], [-7.346, -3.069, 4.457], [-7.733, -4.029, 3.357], [-6.833, -3.907, 2.224], [-5.689, -4.562, 2.322], [-5.312, -5.250, 3.224], [-4.853, -4.357, 1.035], [-4.853, -3.077, 0.639], [-5.363, -5.096, 0.039], [-3.593, -4.731, 1.231], [-7.326, -2.046, 4.084], [-8.078, -3.130, 5.263], [-6.367, -3.317, 4.864], [-8.711, -3.801, 2.941], [-7.718, -5.064, 3.697], [2.427, 0.221, 3.861], [1.910, -1.095, 3.326], [1.546, -1.990, 4.407], [0.345, -1.810, 4.926], [-0.480, -1.006, 4.605], [0.090, -2.855, 6.040], [1.144, -2.984, 6.853], [-0.157, -4.053, 5.486], [-0.964, -2.510, 6.773], [3.275, 0.057, 4.526], [2.758, 0.841, 3.026], [1.650, 0.759, 4.402], [2.678, -1.629, 2.773], [1.043, -0.953, 2.682], [2.616, 3.865, -7.557], [2.464, 4.477, -6.185], [3.538, 4.051, -5.307], [4.675, 4.718, -5.417], [4.920, 5.632, -6.146], [5.701, 4.173, -4.393], [5.716, 2.835, -4.382], [5.371, 4.594, -3.162], [6.922, 4.609, -4.676], [2.656, 2.778, -7.490], [1.760, 4.142, -8.173], [3.521, 4.224, -8.046], [1.561, 4.135, -5.684], [2.462, 5.566, -6.224]],
  "homo_energy_ev": -8.7,
  "spin_multiplicity": 1,
  "charge": 0,
  "homo_lumo_gap_ev": 8.871,
  "smiles": "CCOC(=O)C(F)(F)F.CCOC(=O)C(F)(F)F.CCOC(=O)C(F)(F)F.CCOC(=O)C(F)(F)F.NCCPI",
  "de_lowest_kj_mol": 0.0,
  "e_lumo_ev": 0.155,
  "total_energy_ha": -3196.27748
}